--- P ---
DFT (ωB97M-V/def2-TZVPD) results for the ion C4H10NO2 with charge -1.

Properties
SMILES string: [O-]CNCCCO
frontier orbital gap: 7.10 eV
net charge: -1

XYZ file:
```
17
C4H10NO2 ωB97M-V/def2-TZVPD
C 0.196 -0.148 -1.160
C -0.557 -1.332 -0.470
C -1.495 -0.779 0.585
O -0.791 -0.578 1.809
N 1.425 0.277 -0.442
C 1.326 1.678 0.176
O 0.993 1.625 1.483
H 0.534 -0.376 -2.168
H -0.524 0.663 -1.327
H -1.102 -1.692 -1.360
H 0.198 -1.997 -0.080
H -2.204 0.021 0.305
H -2.232 -1.527 0.946
H 1.579 -0.374 0.317
H 0.503 2.130 -0.429
H 2.318 2.147 0.059
H -0.167 0.262 1.753
```

--- Q ---
DFT (ωB97M-V/def2-TZVPD) results for the ion C4H10NO2 with charge -1.

Properties
SMILES string: C[C@H](CO)NC[O-]
frontier orbital gap: 6.29 eV
net charge: -1

XYZ file:
```
17
C4H10NO2 ωB97M-V/def2-TZVPD
C -1.051 0.379 1.107
C 0.167 -0.445 0.644
C 1.272 0.507 0.251
O 1.960 1.206 1.291
N -0.105 -1.168 -0.637
C -0.598 -0.399 -1.859
O -1.594 0.482 -1.735
H -1.603 0.615 0.200
H -1.723 -0.170 1.776
H -0.704 1.261 1.652
H 0.483 -1.242 1.325
H 0.969 1.217 -0.506
H 2.013 -0.058 -0.342
H 1.952 0.655 2.074
H -0.935 -1.732 -0.452
H -0.796 -1.255 -2.528
H 0.294 0.149 -2.261
```

The computed energies, referenced to the most stable structure and given in kcal/mol, are P 0.0; Q 4.8.

--- P ---
DFT (ωB97M-V/def2-TZVPD) results for a cluster of 2 separate species, C3H5ClSi in total.

Properties
frontier orbital gap: 9.11 eV

XYZ file:
```
10
C3H5ClSi ωB97M-V/def2-TZVPD
C 0.358 -0.840 0.503
C -0.023 0.052 -0.200
C 1.112 -1.696 1.412
Si -1.279 1.778 -1.622
Cl -2.939 2.399 -0.689
H 1.145 -1.424 2.457
H 0.927 -2.690 1.407
H 2.187 -1.674 0.967
H -1.141 1.156 -2.878
H -0.347 2.939 -1.358
```

--- Q ---
DFT (ωB97M-V/def2-TZVPD) results for a cluster of 2 separate species, C3H5ClSi in total.

Properties
frontier orbital gap (spin up / spin down): 7.96 / 6.90 eV

XYZ file:
```
10
C3H5ClSi ωB97M-V/def2-TZVPD
C 4.038 0.169 -1.368
C 3.095 0.175 -0.610
C -3.153 0.242 -0.685
Si 1.694 -0.234 0.432
Cl -2.382 -1.042 0.115
H 4.850 -0.151 -1.902
H -4.169 -0.174 -1.052
H -2.789 1.298 -0.427
H 0.846 0.759 1.066
H 1.452 -1.793 0.380
```

The computed energies, referenced to the most stable structure and given in kcal/mol, are P 0.0; Q 70.7.

--- P ---
DFT (ωB97M-V/def2-TZVPD) results for a structure of composition ArH26O13.

Properties
frontier orbital gap: 9.60 eV

XYZ file:
```
40
ArH26O13 ωB97M-V/def2-TZVPD
Ar -1.708 -10.496 -20.059
O 1.193 -8.127 -22.524
H 1.407 -8.119 -21.591
H 0.372 -8.615 -22.578
O -4.351 -9.024 -17.369
H -3.491 -9.252 -17.016
H -4.844 -9.844 -17.347
O 0.855 -12.753 -22.258
H 0.616 -13.680 -22.251
H 0.044 -12.297 -22.483
O -5.046 -9.151 -20.235
H -5.987 -9.306 -20.322
H -4.901 -9.079 -19.291
O -4.369 -11.560 -21.853
H -4.646 -10.753 -21.418
H -4.453 -12.236 -21.181
O 1.620 -8.612 -19.608
H 1.627 -7.673 -19.424
H 1.143 -8.997 -18.873
O -1.537 -9.165 -23.036
H -2.393 -9.020 -22.632
H -1.513 -8.555 -23.773
O -1.773 -14.675 -20.442
H -2.424 -14.128 -20.004
H -0.938 -14.241 -20.270
O -1.453 -9.192 -16.484
H -1.404 -8.945 -15.561
H -1.211 -8.397 -16.958
O -4.279 -13.209 -19.505
H -4.443 -12.723 -18.697
H -4.804 -14.004 -19.418
O -1.588 -11.891 -23.221
H -1.319 -10.981 -23.344
H -2.378 -11.836 -22.682
O 0.784 -10.852 -17.897
H -0.059 -10.454 -17.682
H 1.337 -10.667 -17.137
O 0.775 -13.495 -19.684
H 0.677 -12.818 -19.015
H 0.829 -13.012 -20.508
```

--- Q ---
DFT (ωB97M-V/def2-TZVPD) results for a structure of composition ArH26O13.

Properties
frontier orbital gap: 9.44 eV

XYZ file:
```
40
ArH26O13 ωB97M-V/def2-TZVPD
Ar 17.846 -12.551 9.848
O 19.920 -13.284 12.234
H 20.841 -13.299 12.492
H 19.772 -14.137 11.824
O 20.214 -10.194 8.044
H 20.419 -10.896 8.662
H 20.907 -10.244 7.386
O 17.398 -11.691 6.648
H 17.459 -12.625 6.444
H 17.349 -11.657 7.604
O 21.167 -11.757 10.178
H 21.561 -12.429 9.622
H 20.557 -12.237 10.738
O 19.105 -10.085 12.893
H 19.188 -9.733 12.006
H 20.001 -10.302 13.149
O 15.200 -14.668 9.810
H 14.837 -14.635 8.925
H 14.434 -14.711 10.383
O 17.657 -13.212 14.134
H 17.797 -14.154 14.234
H 18.276 -12.949 13.452
O 16.912 -16.895 10.175
H 16.467 -16.073 9.972
H 16.266 -17.573 9.976
O 19.495 -15.969 10.848
H 20.078 -16.705 11.033
H 18.768 -16.355 10.360
O 21.068 -14.631 8.809
H 20.404 -14.574 8.122
H 20.628 -15.080 9.531
O 19.668 -8.689 10.492
H 19.798 -9.318 9.783
H 18.895 -8.188 10.230
O 14.921 -11.859 10.659
H 15.103 -12.738 10.327
H 13.990 -11.724 10.482
O 15.583 -9.705 8.925
H 15.338 -9.898 8.020
H 15.337 -10.491 9.413
```

The computed energies, referenced to the most stable structure and given in kcal/mol, are P 0.0; Q 5.3.

--- P ---
DFT (ωB97M-V/def2-TZVPD) results for a cluster of 40 separate species, H80O40 in total.

Properties
2S+1: 2
frontier orbital gap (spin up / spin down): 8.73 / 2.37 eV
net charge: +1

XYZ file:
```
120
H80O40 ωB97M-V/def2-TZVPD
H 3.891 -1.217 2.444
H 2.259 -1.170 2.617
O 3.113 -0.637 2.660
H 3.885 2.360 3.969
H 4.281 2.489 2.342
O 4.246 2.802 3.273
H 4.055 -4.267 -2.994
H 2.530 -4.722 -3.030
O 3.183 -4.022 -2.606
H 0.837 -6.273 0.115
H 1.958 -5.620 -0.618
O 1.127 -5.972 -0.765
H 1.235 1.624 -4.632
H 0.462 0.455 -4.698
O 1.335 0.696 -5.070
H -2.767 -3.211 -0.380
O -1.881 -3.561 -0.145
H -1.019 -3.761 3.098
O -1.018 -3.389 4.024
H 1.905 2.996 2.113
H 2.547 3.500 0.866
O 1.767 3.027 1.076
H -3.125 -0.246 -2.345
H -2.107 -0.593 -3.388
O -2.999 -0.842 -3.038
H 1.387 -4.316 3.176
H 0.171 -4.764 4.008
O 0.668 -4.968 3.205
H 1.931 2.836 4.863
H 1.765 4.241 4.987
O 1.325 3.468 4.707
H -6.337 1.211 -1.985
O -5.724 1.804 -1.427
H 1.549 -1.203 -2.844
H 1.668 0.350 -3.298
O 1.068 -0.406 -2.821
H 2.589 -2.252 5.938
H 3.041 -1.814 4.502
O 3.009 -1.471 5.384
H 0.076 5.262 -4.257
H 1.256 5.075 -3.365
O 0.656 5.804 -3.734
H -0.565 -1.803 -0.213
H 0.198 -3.165 -0.442
O 0.197 -2.273 0.013
H -0.751 0.776 -1.242
H -0.650 -0.383 -2.077
O -1.348 0.350 -1.861
H -2.224 5.998 -1.795
H -1.286 4.916 -1.119
O -2.060 5.056 -1.817
H -0.796 2.145 3.774
O -1.046 2.138 4.676
H 6.263 -0.020 -2.742
H 6.509 -1.325 -2.077
O 6.079 -0.521 -1.981
H -1.845 1.789 -2.935
O -1.047 2.404 -2.938
H -0.991 -0.960 -5.655
H -0.073 -0.847 -4.428
O -0.936 -1.033 -4.694
H 3.166 3.313 -3.587
H 1.646 3.658 -3.541
O 2.313 3.008 -3.892
H 2.324 0.447 5.190
H 3.666 0.753 5.558
O 2.785 1.210 5.449
H 3.837 -3.499 -0.228
H 2.150 -3.613 -0.529
O 2.943 -3.701 0.057
H -3.383 -2.619 1.775
H -3.411 -3.153 3.399
O -3.789 -3.234 2.481
H -0.285 -4.812 -3.898
H -0.618 -5.662 -2.782
O -0.231 -4.794 -2.961
H 3.396 -1.534 -2.949
H 4.080 -0.240 -3.077
O 3.371 -0.719 -3.376
H 0.714 -2.340 1.404
H 0.428 -1.763 2.759
O 1.108 -2.307 2.337
H -0.385 3.305 0.644
H -1.498 4.167 1.042
O -0.928 3.962 0.336
H -2.392 -0.332 1.807
H -2.313 -0.468 3.335
O -1.897 -0.134 2.570
H -3.351 -2.624 -2.026
O -4.117 -3.062 -1.468
H -0.585 -0.581 4.936
H -0.842 -1.004 6.230
O -0.138 -1.317 5.549
H -0.190 2.311 5.049
H -1.788 -4.496 -0.224
H -1.061 2.982 -2.185
H -1.484 -2.488 4.026
H -5.254 2.229 -2.090
H -4.730 -3.421 -2.068
O -3.178 -3.299 -3.996
H -3.507 -3.418 -4.868
H -3.239 -2.346 -3.953
O -2.222 3.510 2.821
H -2.295 4.301 3.239
H -1.327 3.305 2.782
O -3.865 -0.694 -0.004
H -4.279 -1.599 -0.258
H -4.496 0.001 -0.160
O 0.617 6.360 0.807
H 0.598 5.468 0.663
H 1.330 6.732 0.360
O 4.315 4.296 -0.041
H 5.151 4.486 0.316
H 4.278 3.829 -0.810
O -4.367 0.903 -4.040
H -3.477 0.676 -3.805
H -4.404 1.040 -4.965
O -4.519 2.003 2.815
H -4.210 2.949 2.908
H -3.589 1.525 2.768
```

--- Q ---
DFT (ωB97M-V/def2-TZVPD) results for a cluster of 40 separate species, H80O40 in total.

Properties
2S+1: 2
frontier orbital gap (spin up / spin down): 8.80 / 2.24 eV
net charge: +1

XYZ file:
```
120
H80O40 ωB97M-V/def2-TZVPD
H -1.198 -6.016 -1.036
H -2.157 -4.806 -1.181
O -1.959 -5.669 -1.572
H 0.166 2.769 -4.904
H 1.254 3.354 -5.606
O 0.933 3.323 -4.703
H -2.960 3.074 -1.455
H -3.666 2.583 -2.553
O -3.938 2.971 -1.715
H 0.573 -3.598 -4.189
H 0.421 -2.219 -3.626
O 0.714 -3.092 -3.374
H -1.294 6.086 2.699
H -2.193 4.887 3.233
O -1.983 5.462 2.500
H 0.298 -1.055 3.338
O -0.492 -0.499 3.316
H 2.792 1.356 2.208
O 1.851 1.356 2.389
H 0.918 -4.156 -1.240
H -0.171 -3.197 -1.328
O 0.246 -3.756 -0.668
H -0.020 5.315 -2.076
H 0.213 5.280 -3.604
O 0.373 5.818 -2.809
H -0.846 2.445 -2.735
H -0.368 1.705 -1.500
O -1.143 2.176 -1.836
H 3.478 -2.140 -1.998
H 4.732 -2.828 -1.811
O 4.165 -2.570 -2.538
H 0.813 -5.606 3.120
O 0.037 -5.049 2.990
H -5.144 -1.796 -1.753
H -4.031 -1.296 -1.285
O -4.543 -2.110 -1.036
H 4.402 2.496 0.734
H 3.965 3.730 0.099
O 4.343 2.891 -0.179
H 3.176 -1.483 4.209
H 3.703 -0.142 4.184
O 2.903 -0.627 3.827
H 1.154 -3.002 2.062
H 2.021 -4.148 1.909
O 2.040 -3.236 2.278
H 1.538 -4.200 5.089
H 2.625 -3.404 4.373
O 2.483 -3.957 5.132
H 1.387 0.567 -0.001
H 1.499 1.865 -0.947
O 1.150 0.983 -0.821
H -2.987 1.356 -1.917
O -2.908 0.400 -1.824
H -0.688 -1.020 -0.269
H -0.901 -0.438 -1.773
O -0.844 -1.236 -1.257
H 1.016 4.012 1.256
O 1.981 3.899 1.085
H -1.919 -0.006 5.215
H -2.865 1.051 6.010
O -2.722 0.542 5.213
H -0.661 1.489 2.888
H -1.863 1.476 3.900
O -1.384 2.022 3.267
H -2.766 5.390 -1.911
H -1.780 4.934 -0.941
O -1.970 4.828 -1.893
H 2.981 -0.798 -0.040
H 2.254 -1.989 0.278
O 2.640 -1.553 -0.547
H -2.737 1.031 1.338
H -2.106 0.335 0.145
O -1.896 0.724 1.000
H -2.672 -2.226 -3.004
H -3.790 -2.702 -3.834
O -3.058 -2.062 -3.893
H -1.655 -2.192 0.909
H -0.433 -2.948 1.002
O -0.752 -2.083 1.219
H -3.011 1.613 3.470
H -4.171 0.920 2.765
O -4.012 1.702 3.356
H -0.737 0.685 -3.275
H 0.714 0.540 -2.769
O 0.199 0.831 -3.525
H -1.966 4.108 0.984
H -1.416 2.966 0.126
O -1.221 3.871 0.404
H -5.492 -1.661 2.095
O -4.579 -1.344 2.208
H 4.207 1.060 -1.619
H 4.472 -0.347 -2.110
O 4.142 0.112 -1.331
H -3.522 0.068 -2.498
H -1.318 -0.662 2.833
H 1.976 2.930 1.089
H 1.834 1.964 3.133
H -0.579 -5.410 2.335
H -4.727 -0.761 1.437
O 5.285 2.571 -2.495
H 4.680 2.253 -3.216
H 4.879 3.406 -2.222
O 0.603 -1.512 -5.606
H -0.008 -0.964 -5.091
H 1.430 -1.021 -5.491
O 0.093 -6.209 0.026
H -0.023 -6.753 0.838
H 0.072 -5.214 -0.075
O 4.929 0.362 2.007
H 4.003 0.039 2.006
H 5.437 -0.424 1.762
O 3.666 -1.665 -5.414
H 4.077 -1.346 -4.598
H 3.476 -2.591 -5.246
O -4.341 1.882 0.680
H -4.200 2.446 -0.106
H -5.114 2.193 1.142
O 0.118 0.260 5.938
H 0.839 -0.360 5.644
H -0.466 0.388 5.172
```

The computed energies, referenced to the most stable structure and given in kcal/mol, are P 88.3; Q 0.0.

--- P ---
DFT (ωB97M-V/def2-TZVPD) results for an isolated molecule of C4H7NS3.

Properties
SMILES string: CC(=S)S/C(C)=N\S
frontier orbital gap: 8.61 eV

XYZ file:
```
15
C4H7NS3 ωB97M-V/def2-TZVPD
C -2.666 -0.986 -0.743
C -1.607 -0.250 -0.045
C 0.982 0.850 -0.312
C 0.811 2.393 -0.256
H -2.294 -1.951 -1.103
H -3.000 -0.494 -1.737
H -3.530 -1.103 -0.044
H 1.317 2.873 -1.103
H 1.368 2.761 0.588
H -0.223 2.742 -0.292
H 3.111 -1.376 1.215
N 2.030 0.365 0.241
S -1.595 0.261 1.495
S -0.282 -0.034 -1.203
S 2.123 -1.355 0.265
```

--- Q ---
DFT (ωB97M-V/def2-TZVPD) results for an isolated molecule of C4H7NS3.

Properties
SMILES string: NC(=S)SC1CSC1
frontier orbital gap: 8.84 eV

XYZ file:
```
15
C4H7NS3 ωB97M-V/def2-TZVPD
C -1.731 0.389 -0.017
C 0.878 -0.804 -0.014
C 1.537 0.009 -1.164
C 1.590 -0.030 1.123
H -3.712 0.991 0.080
H -3.472 -0.723 0.037
H 1.298 -1.795 -0.042
H 1.980 -0.582 -1.958
H 0.835 0.807 -1.598
H 1.951 -0.641 1.939
H 1.010 0.750 1.657
N -3.091 0.171 -0.026
S -1.025 1.896 0.003
S -0.880 -1.165 -0.008
S 2.831 0.727 -0.012
```

The computed energies, referenced to the most stable structure and given in kcal/mol, are P 16.9; Q 0.0.

--- P ---
DFT (ωB97M-V/def2-TZVPD) results for an isolated molecule of C4H8N2S.

Properties
SMILES string: C=S(C)(C)=NC#N
frontier orbital gap: 9.43 eV

XYZ file:
```
15
C4H8N2S ωB97M-V/def2-TZVPD
C 2.413 -0.181 -0.017
C -1.343 -1.519 0.054
C -0.330 0.665 1.443
C -0.366 0.656 -1.360
N 3.290 0.577 -0.004
N 1.415 -1.021 0.220
S -0.117 -0.501 0.047
H -1.782 -1.668 -1.005
H -1.296 -2.446 0.489
H 0.661 1.179 1.353
H -1.116 1.249 1.051
H -0.401 0.285 2.478
H 0.193 1.504 -0.957
H 0.110 0.422 -2.297
H -1.331 0.801 -1.494
```

--- Q ---
DFT (ωB97M-V/def2-TZVPD) results for an isolated molecule of C4H8N2S.

Properties
SMILES string: C=C(C)NC(N)=S
frontier orbital gap: 8.92 eV

XYZ file:
```
15
C4H8N2S ωB97M-V/def2-TZVPD
C -1.993 0.871 -1.004
C -1.571 -0.249 -0.118
C -2.380 -0.900 0.720
C 0.857 0.075 0.182
H -1.351 1.803 -0.838
H -3.061 1.183 -0.805
H -1.873 0.589 -2.068
H -1.995 -1.713 1.328
H -3.457 -0.609 0.813
H 0.034 -1.388 -0.886
H 1.317 1.552 1.458
H -0.317 1.077 1.557
N -0.204 -0.665 -0.234
N 0.554 1.094 1.019
S 2.423 -0.268 -0.295
```

The computed energies, referenced to the most stable structure and given in kcal/mol, are P 119.9; Q 0.0.

--- P ---
DFT (ωB97M-V/def2-TZVPD) results for a structure of composition C4H8N2S.

Properties
frontier orbital gap: 7.72 eV

XYZ file:
```
15
C4H8N2S ωB97M-V/def2-TZVPD
C -0.311 0.730 1.193
C -0.194 0.132 -0.335
C 1.009 0.463 -0.954
C -1.144 -0.714 -0.815
H 1.299 2.041 2.056
H 1.751 0.289 1.615
H -0.819 -0.013 1.810
H -0.866 1.859 1.210
H 1.777 0.903 -0.358
H 1.246 0.341 -2.045
H 0.097 -2.379 -1.710
H -1.643 -2.559 -1.559
N 1.183 1.156 1.498
N -0.930 -1.695 -1.731
S -2.456 -0.553 0.124
```

--- Q ---
DFT (ωB97M-V/def2-TZVPD) results for an isolated molecule of C4H8N2S.

Properties
SMILES string: [H]/N=C\C=N/SCC
frontier orbital gap: 8.72 eV

XYZ file:
```
15
C4H8N2S ωB97M-V/def2-TZVPD
C -0.792 1.743 2.214
C -1.329 1.581 0.983
C 1.259 -1.331 -1.899
C 0.058 -1.558 -1.012
N 0.478 1.343 2.434
N -1.009 0.564 0.282
S 0.304 -0.356 0.471
H -1.422 2.074 2.922
H -2.233 2.108 0.596
H 1.649 -2.253 -2.327
H 1.084 -0.606 -2.761
H 2.123 -0.941 -1.333
H -0.049 -2.640 -0.604
H -0.923 -1.225 -1.548
H 0.801 1.495 1.582
```

--- R ---
DFT (ωB97M-V/def2-TZVPD) results for an isolated molecule of C4H8N2S.

Properties
frontier orbital gap: 8.06 eV

XYZ file:
```
15
C4H8N2S ωB97M-V/def2-TZVPD
C -0.468 -1.609 -0.660
C 1.191 -2.301 -0.519
C 1.693 1.432 -0.566
C 1.009 0.483 0.492
N -2.296 -1.795 0.740
N -1.811 -1.513 -0.460
S 2.048 -1.058 0.275
H -0.311 -1.215 -1.727
H -1.784 -2.210 1.548
H 1.636 1.069 -1.631
H 1.271 2.427 -0.340
H 2.754 1.609 -0.364
H -0.079 0.214 0.045
H 1.088 0.839 1.433
H -3.323 -1.663 0.828
```

The computed energies, referenced to the most stable structure and given in kcal/mol, are P 16.7; Q 0.0; R 74.8.